Record 1
The following is a quantum chemistry calculation of a 4-piece molecular cluster, C34H59BrFN3O7P4 overall, from OMol25.

Geometry (Å):
C 8.4464 -2.2844 1.5043
P 6.7610 -1.4230 1.6491
C 6.0192 -1.4580 3.3994
C 6.6791 0.2801 0.8093
C 5.2111 0.6896 0.1188
C 3.8830 -0.3053 0.1490
C 3.5448 -0.9612 -1.3504
C 1.9216 -0.8762 -1.6481
C 1.2781 -2.3022 -1.0659
C 0.1644 -1.9502 0.0861
C -1.3254 -2.1875 -0.6025
C -1.7486 -0.7129 -1.2528
C -3.2881 -0.8373 -1.8038
C -4.2863 0.2775 -1.1273
C -5.8307 -0.0560 -1.5732
C -6.8387 1.2480 -1.3223
C -7.5807 1.1890 0.1446
N -8.8993 1.9306 0.1920
C -9.5183 2.8365 -0.8614
C -10.9976 3.4503 -0.4658
C -11.2761 2.8005 1.0258
C -9.9275 1.8719 1.3351
C 4.9686 2.1438 -0.6714
P 3.2177 2.5299 -1.4058
N 3.3300 3.4022 -2.9576
O 2.4456 3.5613 -0.1957
C 6.2385 3.1735 -0.7850
C 7.7172 2.7876 -0.1028
C 7.9262 1.3762 0.7028
P 9.6452 0.9943 1.5274
N 10.7443 0.4858 0.4216
C 8.9105 3.9380 -0.3295
O 9.8061 4.2847 0.5970
C 8.8348 4.6456 -1.8464
F 10.1470 4.8845 -2.5546
C 7.5008 4.9814 -2.4907
P 7.4002 5.7236 -4.2488
O 7.9668 7.3751 -4.1608
Br 5.1978 5.7295 -4.9500
C 6.1286 4.6323 -1.5974
O 5.0763 5.4474 -1.4920
H 9.0262 -2.1399 2.5375
H 9.1259 -1.8273 0.6592
H 8.2625 -3.4391 1.3956
H 4.9633 -2.0056 3.3106
H 6.6722 -2.0958 4.1307
H 5.7625 -0.3737 3.8073
H 2.9426 0.3137 0.5472
H 3.9888 -1.2209 0.8691
H 3.9362 -2.0641 -1.4625
H 4.0626 -0.2798 -2.1680
H 1.7610 -0.8491 -2.8265
H 1.4215 0.0761 -1.1385
H 2.1302 -2.9528 -0.5426
H 0.8426 -2.9198 -1.9724
H 0.1963 -0.8496 0.4876
H 0.3407 -2.6950 0.9883
H -2.0699 -2.5530 0.2268
H -1.2913 -3.0007 -1.4716
H -1.5993 0.0643 -0.3783
H -0.9951 -0.4593 -2.1252
H -3.6509 -1.9368 -1.5786
H -3.2492 -0.6480 -2.9734
H -3.9913 1.3329 -1.5486
H -4.2658 0.2271 0.0611
H -5.9562 -0.3898 -2.6915
H -6.2177 -0.9343 -0.9018
H -6.1307 2.2082 -1.2996
H -7.5979 1.2923 -2.2161
H -6.8378 1.6250 0.9384
H -7.7853 0.0616 0.4468
H -8.9406 3.0214 -1.8684
H -11.7051 4.1717 -1.1012
H -12.2323 2.9787 1.6946
H -9.8597 1.2723 2.3608
H 3.0833 4.4298 -2.8468
H 2.5411 3.0373 -3.5667
H 2.8670 3.2844 0.6927
H 9.4708 0.0542 2.6279
H 10.1581 2.2192 2.1546
H 11.5460 1.1843 0.3981
H 7.1540 7.9213 -4.4382
C -2.8636 -5.7963 -4.6918
C -2.8948 -5.2187 -3.2919
O -2.2023 -3.9793 -3.2631
H -1.8310 -5.9460 -5.0234
H -3.3895 -6.7544 -4.7301
H -3.3306 -5.1091 -5.4048
H -2.4078 -5.8984 -2.5864
H -3.9238 -5.0540 -2.9580
H -2.6476 -3.3802 -3.8865
C -6.8977 1.0313 5.8607
C -7.3387 0.9568 4.4136
O -8.6774 1.4141 4.2903
H -7.5521 0.4237 6.4942
H -5.8690 0.6780 5.9736
H -6.9601 2.0594 6.2322
H -7.2958 -0.0752 4.0530
H -6.6971 1.5722 3.7756
H -8.7031 2.3339 4.6050
C -1.5513 -5.1442 4.0610
C -1.0784 -4.6691 2.7027
O -1.6198 -3.3867 2.4219
H -2.6446 -5.1934 4.0922
H -1.1463 -6.1337 4.2907
H -1.2415 -4.4456 4.8451
H -1.4087 -5.3580 1.9198
H 0.0134 -4.6047 2.6676
H -1.3137 -2.7804 3.1181

Forces on atoms 1 to 2 (eV/Å):
C 1.52 0.24 1.64
P -1.00 -0.43 -1.65

As for the molecular weight: 844.7 g mol⁻¹. For the orbital gap, the calculation gives 5.14 eV. The largest force on an atom comes out at 0.1661 hartree/bohr. As for the LUMO energy: -2.14 eV. Its charge is 0.

---

Record 2
The following is a quantum chemistry calculation of C34H60AlBrClCsF7N5O16S2 as an isolated structure, from OMol25.

Geometry (Å):
C 6.1071 7.1392 5.5053
C 6.6026 5.9267 4.8760
C 7.9399 6.0018 3.9874
O 8.0353 6.9600 3.1878
O 8.9907 5.0262 4.0718
C 8.4480 3.6813 4.1836
C 9.4909 2.5472 3.6570
C 9.0123 1.0542 3.9960
C 7.4970 0.6911 3.6106
C 7.3476 0.4496 1.9789
C 5.8429 0.0760 1.6237
C 5.2222 0.6515 0.2094
C 6.4004 0.5736 -0.8532
C 6.9525 -1.0442 -0.9482
C 6.1892 -1.9506 -2.1251
O 7.6814 -1.4036 -2.2190
C 3.9734 -0.2995 -0.1080
C 3.1141 0.0189 -1.4039
C 3.5497 1.1750 -2.3867
C 2.3264 2.1297 -2.8898
O 4.0444 0.5330 -3.6155
C 2.9270 -0.3823 1.1088
C 1.7822 -1.5080 0.8607
O 1.5378 -2.3271 2.0147
C 0.9228 -1.6100 3.0601
F 0.1376 -0.4742 2.6418
F 0.0086 -2.5146 3.6723
F 1.8937 -1.3281 4.0286
N 2.3822 1.0069 1.2401
C 3.4559 2.0412 1.2129
N 3.1534 3.1420 1.9626
N 4.6604 1.9895 0.4621
C 5.6082 3.0838 0.6846
C 5.0821 4.3470 -0.2062
O 5.8311 4.2522 -1.4746
H 6.4953 7.4539 6.5313
H 5.2874 7.7592 5.0173
H 6.0045 4.9737 5.0126
H 8.2472 3.4385 5.2782
H 7.5087 3.6169 3.5430
H 9.7978 2.6859 2.5562
H 10.4426 2.7452 4.2632
H 9.1647 0.9552 5.1338
H 9.7609 0.3255 3.5196
H 7.2168 -0.2695 4.1847
H 6.7415 1.4759 3.9437
H 8.0148 -0.4758 1.8092
H 7.7726 1.3756 1.4817
H 5.2055 0.3033 2.5466
H 5.7843 -1.0705 1.4929
H 6.1217 0.7235 -1.9420
H 7.3112 1.2151 -0.6540
H 7.2447 -1.5981 0.0655
H 5.7152 -1.3326 -2.9653
H 6.1745 -3.0799 -2.0433
H 4.3748 -1.3773 -0.1996
H 1.9938 0.2233 -1.1841
H 3.0824 -0.9525 -2.0303
H 4.3742 1.8784 -2.0591
H 1.5004 2.2429 -2.1149
H 1.9466 1.7655 -3.9129
H 2.7897 3.1620 -3.0855
H 4.3850 1.2564 -4.1900
H 3.3814 -0.6802 2.1061
H 0.8441 -1.0543 0.3701
H 2.2371 -2.2072 0.0654
H 2.0066 1.0807 2.2082
H 3.7463 3.4326 2.7538
H 2.3434 3.6802 1.6250
H 6.6815 2.9335 0.3558
H 5.6659 3.4943 1.7613
H 3.9926 4.1075 -0.4839
H 5.2127 5.3401 0.3192
H 5.4514 4.9524 -2.0497
C -2.8446 -3.7647 3.0522
C -3.8836 -3.8916 4.1231
O -5.0130 -3.2532 3.5590
C -4.8598 -3.2974 2.2005
O -5.7024 -2.9974 1.4193
O -3.6099 -3.7332 1.8601
H -2.1493 -4.6069 3.0432
H -2.2755 -2.8364 3.1323
H -4.1373 -4.9359 4.3352
H -3.5847 -3.4023 5.0528
Br 2.7509 -3.3409 4.9880
Cs -3.5365 -6.2598 3.7785
C -8.4160 -1.1799 0.6947
O -8.7956 -1.7618 -0.5367
C -8.5679 -3.1563 -0.5919
C -9.5862 -3.8208 -1.5132
O -10.8732 -3.9575 -0.9254
C -11.6241 -2.7522 -0.7533
C -12.1225 -2.1515 -2.0617
O -11.0637 -1.4826 -2.7404
C -11.2115 -1.5226 -4.1495
H -7.3349 -1.2411 0.8258
H -8.7145 -0.1310 0.6812
H -8.9258 -1.6712 1.5301
H -8.6303 -3.5987 0.4086
H -7.5196 -3.3334 -1.0107
H -9.2455 -4.8423 -1.7061
H -9.6449 -3.3246 -2.4825
H -11.0685 -2.0269 -0.1555
H -12.4984 -3.0392 -0.1621
H -12.8985 -1.4088 -1.8514
H -12.5460 -2.9448 -2.6855
H -11.2823 -2.5556 -4.5000
H -10.3267 -1.0687 -4.5988
H -12.0959 -0.9588 -4.4554
C 2.6210 3.1151 -7.1439
C 3.8776 2.4834 -6.6304
N 4.8654 1.9873 -6.2268
H 2.4544 2.8191 -8.1806
H 1.7710 2.7934 -6.5404
H 2.7045 4.2016 -7.0923
F 4.8383 5.1224 3.7176
Al -0.1483 0.5853 0.5855
N -15.8811 -3.8869 -5.1317
S -15.6478 -4.3626 -6.6156
O -14.3209 -4.8228 -6.9578
O -16.3748 -3.6741 -7.6556
F -16.4414 -5.7505 -6.5654
S -15.1433 -2.5339 -4.8267
O -15.0592 -2.2292 -3.4135
O -15.4305 -1.3988 -5.6710
F -13.6154 -2.8459 -5.1688
F 8.6804 -2.9678 -1.8865
Cl -6.0028 -2.3788 -1.0250

Forces on atoms 1 to 2 (eV/Å):
C 0.17 -0.44 -0.22
C 0.61 0.61 0.48

As for the molecular weight: 1267.2 g mol⁻¹. For the orbital gap, the calculation gives 0.89 eV. The largest force on an atom comes out at 0.3117 hartree/bohr. As for the LUMO energy: -5.82 eV. Its charge is 0.